[1]
{
  "formula": "C2H4BrNS",
  "method": "wB97M-V/def2-TZVPD",
  "elements": ["C", "N", "C", "S", "Br", "H", "H", "H", "H"],
  "xyz": [[-0.4851, 0.2536, -1.0320], [0.5741, -0.1543, -0.1054], [0.5319, -0.0790, 1.1613], [1.4533, -0.9385, 2.1653], [-1.1300, 0.7414, 2.0153], [-1.4172, -0.1322, -0.5001], [-0.4955, 1.3646, -1.2420], [-0.3873, -0.3227, -1.8769], [1.3559, -0.7329, -0.5854]],
  "forces_ev_per_angstrom": [[-1.5, 1.1, 3.0], [1.2, -0.3, -5.2], [-1.0, -1.1, 3.6], [0.9, 0.1, 0.7], [1.0, 0.0, -0.9], [0.7, 1.1, -1.1], [-0.1, -1.3, 0.3], [0.4, -1.0, -2.2], [-1.7, 1.4, 1.8]],
  "mulliken_charge": [-0.90, -0.22, 0.40, -0.37, -0.18, 0.35, 0.24, 0.37, 0.31],
  "charge": 0,
  "homo_energy_ev": -8.5,
  "smiles": "CNC(=S)Br"
}

[2]
{
  "formula": "C2H4BrOP",
  "method": "wB97M-V/def2-TZVPD",
  "elements": ["C", "C", "O", "P", "Br", "H", "H", "H", "H"],
  "xyz": [[-1.2663, -0.8204, 0.0468], [-0.1693, 0.0963, -0.3870], [3.3444, 1.3360, -0.0562], [2.5618, 0.4018, 0.7330], [0.1788, 1.6667, 0.7287], [-2.2605, -0.3973, 0.1623], [-0.8744, -1.3753, 0.8473], [-1.4191, -1.4932, -0.6717], [-0.0954, 0.5855, -1.4032]],
  "forces_ev_per_angstrom": [[0.9, 2.8, 1.0], [1.0, 1.9, -1.1], [0.7, 0.3, -0.5], [-1.6, -0.5, 0.0], [-0.3, -0.3, 0.4], [0.0, 0.5, 0.7], [-0.2, -0.6, 1.7], [-0.3, -2.8, -3.3], [-0.3, -1.2, 1.1]],
  "mulliken_charge": [-1.10, -0.23, -0.35, 0.43, -0.12, 0.32, 0.30, 0.39, 0.35],
  "charge": 0,
  "homo_energy_ev": [-7.3, -8.6]
}

[3]
{
  "formula": "C2H4BrOP",
  "method": "wB97M-V/def2-TZVPD",
  "elements": ["C", "C", "O", "P", "Br", "H", "H", "H", "H"],
  "xyz": [[0.2517, -0.1538, 0.0568], [-1.1045, 0.2519, -0.3487], [-3.2726, 2.0986, -1.2522], [-2.2371, 1.3452, 0.7221], [-2.6802, -1.2250, 0.1406], [0.9237, 0.7313, -0.2063], [0.5802, -0.8835, -0.6253], [0.5613, -0.4302, 1.0411], [-1.3634, 0.4403, -1.4526]],
  "forces_ev_per_angstrom": [[1.3, 1.8, -1.2], [-2.7, 0.9, 0.2], [2.5, -1.7, 4.6], [-1.8, -0.1, -5.7], [1.2, 1.6, 0.1], [-0.9, -0.7, 0.3], [0.6, -1.3, -0.8], [-0.7, -0.1, 0.9], [0.6, -0.4, 1.7]],
  "mulliken_charge": [-0.97, -0.18, -0.60, 0.28, -0.07, 0.33, 0.35, 0.35, 0.51],
  "charge": 0,
  "homo_energy_ev": [-8.9, -8.8]
}

The calculation returns the following relative energy (zero: lowest compared OMol25 entry of this formula, charge and spin) values, one per record and in order: 22.8, 300.7, 637.3 kJ/mol.
The calculation returns the following DFT total energy values, one per record and in order: -84505.708, -83514.439, -83510.951 eV.